# 1
Below is a molecular structure, C17H9Cl5N2O2PtS, with properties calculated with ωB97M-V/def2-TZVPD.

```
37
Properties=species:S:1:pos:R:3:forces:R:3
Pt -0.950 -0.080 1.639 -1.60 1.07 -2.59
O 2.547 2.495 2.526 -0.96 -0.54 1.01
C 2.711 0.709 0.928 2.11 -0.35 0.41
O 0.710 0.774 2.253 0.99 -0.33 4.09
C 2.922 -0.460 0.127 -1.02 -0.19 -0.06
C 4.166 -0.871 -0.345 0.16 0.21 0.10
C 4.212 -1.937 -1.224 0.01 0.03 0.03
C 3.034 -2.559 -1.607 -0.07 -0.06 -0.01
C 1.846 -2.097 -1.060 0.07 -0.05 0.15
N 1.780 -1.091 -0.198 0.06 0.07 -0.15
H 5.059 -0.346 -0.034 0.02 -0.01 -0.04
H 5.164 -2.270 -1.617 0.00 -0.01 0.01
H 3.034 -3.386 -2.303 0.00 0.01 -0.01
H 0.893 -2.552 -1.311 0.03 -0.04 -0.03
Cl 1.768 1.577 1.760 3.63 -1.17 -1.30
C 0.953 2.418 0.646 -5.18 3.84 -3.61
C -0.340 1.932 0.284 1.13 -2.17 1.38
C -1.013 2.459 -0.786 -0.22 0.02 0.08
Cl -2.505 1.724 -1.283 0.00 0.05 -0.01
C -0.555 3.591 -1.452 -0.08 0.04 -0.05
Cl -1.437 4.271 -2.758 0.02 -0.02 -0.01
C 0.621 4.192 -1.012 -0.08 -0.11 0.05
Cl 1.167 5.641 -1.758 0.00 -0.01 0.00
C 1.340 3.623 0.034 1.20 -0.10 0.47
Cl 2.788 4.448 0.529 0.03 -0.06 -0.16
S -2.769 -1.172 0.829 0.13 -0.10 0.52
C -2.199 -1.677 2.412 -0.69 0.06 -0.40
N -1.768 -2.988 2.586 0.05 0.01 0.09
C -1.625 -3.571 3.800 0.22 0.02 -0.02
C -1.862 -2.875 4.940 -0.04 0.06 0.08
C -2.334 -1.539 4.842 0.10 -0.01 -0.05
C -2.551 -0.977 3.616 -0.09 -0.18 0.07
H -1.613 -3.519 1.744 0.05 0.02 -0.01
H -1.307 -4.604 3.795 0.01 0.00 -0.01
H -1.743 -3.352 5.900 0.04 -0.03 -0.02
H -2.555 -0.980 5.741 -0.06 0.00 -0.01
H -3.051 -0.027 3.505 0.08 0.04 0.02
```
Forces are in eV/Å.

Calculated values
Multiplicity: 3
Energy above the lowest of the compared OMol25 structures with the same formula, charge and spin (kcal per mole): 0.0
Net charge: 0
HOMO level (alpha / beta) (eV): -6.95 / -7.79
Strongest force on any atom (eV Å⁻¹): 7.39
Frontier orbital gap (alpha / beta) (eV): 6.76 / 6.13

=====

# 2
Below is 2 unconnected molecules or ions with the total composition C17H9F21O4, with properties calculated with ωB97M-V/def2-TZVPD.

```
51
Properties=species:S:1:pos:R:3:forces:R:3
O 7.047 -6.063 -1.190 -1.49 9.38 -1.08
C 6.831 -4.742 -1.354 0.51 -4.94 0.60
C 5.997 -3.681 -0.421 0.84 3.67 -2.54
C 6.053 -2.326 -1.104 0.25 -4.80 0.95
C 5.420 -0.884 -0.653 0.64 0.23 -0.35
C 3.798 -0.861 -0.449 -0.16 -0.65 1.38
C 2.920 -1.550 -1.630 1.75 0.14 -1.95
F 3.508 -1.066 -2.935 -1.88 -1.48 3.64
F 3.035 -3.050 -1.708 -0.69 4.75 0.49
C 1.323 -1.048 -1.698 0.88 0.44 -3.63
F 0.813 -1.793 -2.904 0.76 2.15 4.14
F 1.290 0.399 -2.104 -0.05 -4.69 1.71
C 0.483 -1.277 -0.331 2.53 0.64 3.10
F 1.014 -2.520 0.348 -2.16 3.88 -2.57
F 0.931 -0.172 0.606 -1.25 -3.37 -2.95
C -1.115 -1.149 -0.340 -2.03 1.70 3.24
F -1.623 -1.758 0.948 1.75 1.77 -4.34
F -1.452 0.318 -0.211 1.16 -4.77 -0.79
C -2.012 -1.746 -1.532 -3.88 1.58 -1.46
F -3.448 -1.559 -1.077 4.74 -0.44 -1.19
F -1.967 -0.923 -2.800 0.45 -3.03 4.47
C -1.897 -3.367 -1.816 -1.48 -4.01 -1.59
F -1.399 -3.686 -3.207 -1.42 1.35 5.35
F -1.142 -4.126 -0.795 -2.31 3.07 -3.74
F -3.288 -3.960 -1.797 4.98 2.16 0.00
C 6.851 -2.647 -2.501 0.23 3.54 -4.21
O 7.016 -1.825 -3.541 -0.95 -5.59 7.10
O 7.341 -4.034 -2.544 -2.25 1.48 2.77
H 5.473 -3.927 0.612 1.36 0.36 -2.59
H 5.940 -0.584 0.376 -1.30 -0.77 -2.16
H 5.697 -0.013 -1.407 -0.39 -2.25 1.31
H 3.570 -1.441 0.562 0.23 1.09 -2.25
H 3.454 0.264 -0.246 0.64 -2.56 -0.84
C -5.220 3.574 0.994 -0.94 0.00 -0.50
C -3.828 4.136 0.662 -0.61 0.93 0.18
C -2.646 3.284 1.122 1.07 -0.22 -0.08
F -2.667 3.012 2.444 0.40 -0.11 -0.53
F -1.472 3.930 0.887 -0.31 0.12 -0.20
F -3.746 5.409 1.134 0.18 -0.42 -0.18
F -3.752 4.249 -0.704 0.13 -0.50 0.33
O -5.827 4.025 2.213 1.42 -0.68 1.13
C -5.361 3.380 3.399 -1.29 -0.74 -1.75
C -4.484 4.281 4.279 0.53 0.76 0.63
F -3.498 4.885 3.574 -0.63 0.12 0.38
F -3.878 3.565 5.263 -0.43 -0.17 -0.32
F -4.753 2.222 3.048 -0.45 0.21 0.81
F -6.477 3.015 4.090 0.71 0.56 -0.03
H -5.895 3.940 0.210 0.26 0.17 0.23
H -5.261 2.483 0.899 0.28 0.19 0.16
H -2.611 2.335 0.580 -0.22 0.05 -0.09
H -5.087 5.069 4.749 -0.11 -0.27 -0.18
```
Forces are in eV/Å.

Calculated values
SMILES: O=C1C=C(CCC(F)(F)C(F)(F)C(F)(F)C(F)(F)C(F)(F)C(F)(F)F)C(=O)O1.FC(F)C(F)(F)COC(F)(F)C(F)F
Net charge: 0
HOMO level (eV): -10.94
Strongest force on any atom (eV Å⁻¹): 9.56
Frontier orbital gap (eV): 8.94

=====

# 3
Below is a molecular structure, C17H9N3O2PtS2, with properties calculated with ωB97M-V/def2-TZVPD.

```
34
Properties=species:S:1:pos:R:3:forces:R:3
Pt 0.845 1.469 -0.271 0.47 -0.09 0.74
S 3.020 0.286 -0.835 -0.02 -0.17 0.25
C 2.879 -1.116 0.205 0.05 0.13 -0.26
C 3.590 -2.282 -0.109 0.04 0.17 -0.13
C 3.421 -3.475 0.580 0.43 -0.42 -0.35
C 4.200 -4.635 0.196 -0.38 0.50 0.19
N 4.834 -5.546 -0.108 0.07 -0.10 -0.05
C 2.500 -3.533 1.627 -0.27 -0.49 0.48
C 1.837 -2.369 2.002 0.00 0.21 0.10
C 2.038 -1.143 1.358 0.27 0.01 0.20
S 1.347 0.331 1.980 -0.61 -0.44 -0.69
C 2.231 -4.771 2.328 0.14 0.59 -0.32
N 2.004 -5.749 2.892 -0.02 -0.10 0.07
H 4.283 -2.250 -0.940 -0.01 0.00 0.00
H 1.148 -2.402 2.836 0.00 0.00 -0.01
N -6.419 0.331 -0.959 -0.14 -0.01 -0.01
C -5.280 0.465 -0.843 0.72 0.04 0.08
C -3.849 0.640 -0.698 -0.69 -0.06 -0.10
C -3.267 0.723 0.566 0.21 -0.02 0.22
C -1.908 0.952 0.695 -0.23 -0.13 -0.07
C -1.069 1.115 -0.426 -0.29 0.71 0.40
C -1.677 0.964 -1.686 -0.12 -0.20 -0.10
C -3.036 0.739 -1.825 0.20 -0.05 -0.14
H -3.889 0.603 1.446 0.01 0.06 0.00
H -1.466 1.006 1.682 -0.03 0.02 0.01
H -1.059 1.030 -2.572 -0.02 0.12 -0.02
H -3.479 0.649 -2.810 0.01 0.01 0.00
C -1.400 4.154 -0.815 0.15 0.00 -0.02
O -0.064 4.305 -1.255 -0.09 -0.08 0.06
C 0.905 3.335 -1.001 0.16 -0.15 -0.55
O 2.034 3.755 -1.133 0.05 0.11 -0.01
H -1.809 5.164 -0.755 -0.02 -0.01 0.02
H -1.452 3.684 0.164 0.01 -0.06 0.09
H -1.995 3.570 -1.514 -0.06 -0.07 -0.06
```
Forces are in eV/Å.

Calculated values
Energy above the lowest of the compared OMol25 structures with the same formula, charge and spin (kcal per mole): 28.1
Net charge: -2
HOMO level (eV): -1.44
Strongest force on any atom (eV Å⁻¹): 1.02
Frontier orbital gap (eV): 6.20